No. 1
Below is a 2-piece molecular cluster, C34H62FSi4 overall, with properties calculated with ωB97M-V with the def2-TZVPD basis set.

Results
LUMO   -6.049 eV
Gap between HOMO and LUMO   5.353 eV
Charge   +1

Atoms and positions in Å:
C 0.757 -7.003 -5.137
C 0.591 -6.628 -3.664
C 0.458 -5.127 -3.395
C 0.393 -4.785 -1.882
Si -1.162 -3.888 -1.244
C -0.622 -2.189 -0.643
C -2.397 -3.668 -2.641
C -2.066 -4.812 0.129
Si -1.233 -4.825 1.817
H -1.217 -3.391 2.439
C -2.184 -6.126 2.797
Si -3.963 -5.663 3.222
C -4.626 -6.881 4.493
C -3.928 -3.967 4.044
C -5.085 -5.577 1.696
C -6.387 -6.363 1.866
C -7.278 -6.255 0.626
C -8.565 -7.058 0.778
C 0.499 -5.543 1.598
Si 1.562 -6.250 3.013
C 1.634 -8.141 2.996
C 3.294 -5.586 2.724
C 0.900 -5.712 4.705
C 1.630 -4.534 5.372
C 1.731 -4.685 6.890
C 2.382 -3.473 7.555
H 0.868 -8.090 -5.229
H -0.131 -6.710 -5.712
H 1.633 -6.534 -5.598
H -0.296 -7.151 -3.276
H 1.440 -7.015 -3.085
H 1.335 -4.625 -3.827
H -0.411 -4.730 -3.932
H 0.586 -5.699 -1.294
H 1.233 -4.111 -1.668
H -1.495 -1.536 -0.500
H -0.054 -2.200 0.296
H 0.015 -1.736 -1.418
H -3.354 -3.293 -2.252
H -2.026 -2.936 -3.369
H -2.602 -4.606 -3.173
H -3.112 -4.446 0.212
H -2.165 -5.871 -0.200
H -2.205 -7.051 2.182
H -1.648 -6.414 3.724
H -5.557 -6.493 4.929
H -4.841 -7.876 4.075
H -3.911 -7.018 5.315
H -4.951 -3.686 4.329
H -3.316 -4.000 4.957
H -3.522 -3.179 3.394
H -5.360 -4.525 1.505
H -4.583 -5.932 0.782
H -6.177 -7.422 2.065
H -6.945 -6.013 2.748
H -7.511 -5.197 0.447
H -6.719 -6.606 -0.253
H -9.165 -6.996 -0.133
H -8.346 -8.114 0.961
H -9.171 -6.691 1.612
H 0.392 -6.411 0.913
H 1.129 -4.820 1.050
H 2.154 -8.516 3.891
H 0.643 -8.616 2.971
H 2.195 -8.497 2.122
H 3.916 -5.709 3.620
H 3.784 -6.127 1.904
H 3.286 -4.521 2.458
H -0.158 -5.425 4.607
H 0.913 -6.585 5.376
H 2.633 -4.389 4.952
H 1.093 -3.594 5.144
H 0.723 -4.855 7.300
H 2.320 -5.586 7.132
H 2.574 -3.680 8.613
H 3.344 -3.243 7.081
H 1.751 -2.579 7.494
F -2.817 1.766 8.261
C -2.191 0.741 7.566
C -1.708 -0.333 8.308
C -1.030 -1.351 7.600
C -0.862 -1.276 6.221
C -1.373 -0.171 5.450
C -1.123 -0.133 4.044
C -1.507 0.945 3.173
C -0.686 1.220 2.028
C -0.781 2.421 1.344
C -1.778 3.353 1.688
C -2.744 3.002 2.651
C -2.649 1.796 3.358
C -2.007 0.884 6.193
H -1.828 -0.365 9.390
H -0.630 -2.212 8.147
H -0.329 -2.081 5.690
H -0.433 -0.883 3.625
H 0.054 0.466 1.750
H -0.086 2.640 0.533
H -1.825 4.307 1.157
H -3.579 3.683 2.840
H -3.445 1.498 4.039
H -2.337 1.793 5.704


No. 2
Below is an isolated ion of composition S2 and charge +1, with properties calculated with ωB97M-V with the def2-TZVPD basis set.

Results
LUMO (spin up / spin down)   -10.692 / -10.399 eV
ΔE to the lowest compared entry with this formula, charge and spin   160.0 kJ/mol
Gap between HOMO and LUMO (spin up / spin down)   6.410 / 7.652 eV
Charge   +1
2S+1   2

Atoms and positions in Å:
S 0.697 0.800 0.185
S -0.697 -0.800 -0.185


No. 3
Below is C48H50ClN9OW as an isolated structure, with properties calculated with ωB97M-V with the def2-TZVPD basis set.

Results
LUMO (spin up / spin down)   -0.421 / -1.073 eV
ΔE to the lowest compared entry with this formula, charge and spin   314.8 kJ/mol
Gap between HOMO and LUMO (spin up / spin down)   4.949 / 5.187 eV
Charge   0
2S+1   3

Atoms and positions in Å:
W 0.399 0.102 0.815
N -0.149 -4.215 -0.002
C -0.353 -2.971 0.492
N 0.548 -2.035 0.466
C 1.823 -2.347 -0.019
N 2.771 -1.471 0.090
N 2.355 -0.306 0.625
C 3.306 0.531 1.072
C 2.843 1.648 1.755
C 3.689 2.676 2.240
C 3.151 3.744 2.892
C 1.751 3.805 3.059
C 0.983 2.784 2.568
N 1.479 1.705 1.941
C 2.075 -3.635 -0.648
C 3.279 -3.951 -1.266
C 3.436 -5.175 -1.895
C 2.386 -6.083 -1.921
C 1.183 -5.786 -1.299
C 1.034 -4.569 -0.652
H -0.901 -4.880 0.044
H -1.329 -2.786 0.920
H 4.348 0.280 0.945
H 4.753 2.586 2.065
H 3.781 4.534 3.279
H 1.286 4.643 3.558
H -0.090 2.801 2.690
H 4.070 -3.213 -1.245
H 4.372 -5.420 -2.378
H 2.496 -7.029 -2.435
H 0.362 -6.493 -1.320
O 0.734 1.841 -0.424
N 1.926 2.006 -0.916
C 2.289 3.235 -1.109
C 1.525 4.405 -0.804
N 0.919 5.350 -0.555
C 3.594 3.450 -1.651
N 4.643 3.659 -2.074
C -3.246 -0.091 3.207
C -3.283 -0.343 1.731
C -4.412 -0.733 1.086
C -4.434 -0.992 -0.310
C -5.704 -1.431 -0.988
C -3.289 -0.875 -1.062
C -2.065 -0.466 -0.486
C -2.062 -0.112 0.956
N -0.827 -0.361 -0.966
C -0.531 -0.567 -2.401
C -0.813 -2.032 -2.801
C -0.531 -2.248 -4.289
C -1.385 -1.285 -5.119
C -1.022 0.162 -4.766
C 0.464 0.401 -5.035
C 1.283 -0.552 -4.162
C 0.953 -1.993 -4.554
C 0.958 -0.316 -2.681
C -1.309 0.427 -3.285
H -4.253 -0.095 3.624
H -2.781 0.875 3.416
H -2.659 -0.857 3.720
H -5.322 -0.866 1.660
H -6.520 -1.548 -0.276
H -5.554 -2.386 -1.494
H -6.007 -0.704 -1.744
H -3.367 -1.129 -2.107
H -1.158 -0.714 1.398
H -1.841 -2.314 -2.574
H -0.156 -2.681 -2.215
H -0.779 -3.282 -4.552
H -2.448 -1.461 -4.920
H -1.214 -1.462 -6.185
H -1.624 0.846 -5.370
H 0.720 1.439 -4.806
H 0.693 0.226 -6.091
H 2.348 -0.365 -4.319
H 1.562 -2.694 -3.974
H 1.180 -2.155 -5.613
H 1.211 0.708 -2.430
H 1.573 -0.976 -2.062
H -2.380 0.381 -3.103
H -0.984 1.437 -3.016
Cl 1.604 -3.389 3.399
C 2.286 -1.869 3.909
C 3.517 -1.941 4.540
C 4.067 -0.807 5.111
C 3.342 0.372 5.095
C 2.112 0.423 4.466
C 1.562 -0.669 3.782
C 0.267 -0.525 3.041
H 4.024 -2.894 4.601
H 5.034 -0.857 5.595
H 3.733 1.262 5.573
H 1.554 1.351 4.484
H -0.310 0.269 3.522
H -0.289 -1.461 3.170
C -3.790 3.884 0.547
C -2.448 3.857 1.306
C -1.482 4.874 0.692
C -2.697 4.178 2.788
C -1.928 2.495 1.179
C -1.539 1.338 1.098
H -4.244 4.871 0.649
H -4.477 3.138 0.950
H -3.635 3.675 -0.512
H -1.928 5.870 0.717
H -1.258 4.618 -0.342
H -0.539 4.903 1.236
H -3.160 5.162 2.876
H -1.761 4.188 3.349
H -3.368 3.442 3.234


No. 4
Below is a 2-piece molecular cluster, C3H9NO overall, with properties calculated with ωB97M-V with the def2-TZVPD basis set.

Results
LUMO   0.984 eV
ΔE to the lowest compared entry with this formula, charge and spin   294.2 kJ/mol
Gap between HOMO and LUMO   8.646 eV
Charge   0

Atoms and positions in Å:
C 2.546 0.417 -0.626
C 1.262 0.895 -0.131
C 0.118 0.540 -0.883
N 0.828 1.436 1.139
H 2.561 -0.592 -0.989
H 2.882 0.912 -1.476
H 3.267 0.556 0.192
H -0.849 0.599 -0.451
H 0.452 -0.368 -1.509
H 1.174 1.455 2.139
H 0.170 2.245 1.034
H -5.235 -2.007 0.401
H -4.454 -3.268 0.974
O -4.723 -2.819 0.184


no.,strongest force on any atom (Eh/bohr)
1,0.0367
2,0.1422
3,0.0229
4,0.1303